(1)
11
Properties=species:S:1:pos:R:3 method="wB97M-V/def2-TZVPD" molar_mass_g_mol=79.10 lumo_ha="-0.0339 / -0.0300" orbital_gap_ev="7.96 / 7.48" homo_ev="-8.879 / -8.297" e_above_lowest_kj_mol=523.67 charge=0 total_energy_ev=-6750.480
C 1.3324 -0.6527 0.0309
C -0.1142 -0.2780 0.2193
C -0.7653 0.6573 -0.5996
C -1.1590 1.3057 -1.6290
C -0.8340 -0.8868 1.2941
N -1.3817 -1.4159 2.1711
H 1.8271 0.0557 -0.6364
H 1.8731 -0.6917 0.9812
H 1.3855 -1.6483 -0.4298
H -0.8633 1.1945 0.4212
H -1.3006 2.3603 -1.8231

=====

(2)
19
Properties=species:S:1:pos:R:3 method="wB97M-V/def2-TZVPD" molar_mass_g_mol=129.23 lumo_ha=-0.0202 orbital_gap_ev=7.92 homo_ev=-8.471 e_above_lowest_kj_mol=554.07 charge=0 total_energy_ev=-18719.752
C 1.8044 0.1689 -0.3740
C 0.7110 1.0572 0.2240
C -0.4428 0.5955 1.7170
C -0.7462 0.5044 0.1994
C -1.1586 -0.8851 -0.3036
C -1.2343 -1.1643 -1.7399
H 1.9417 -1.2772 -0.1335
H 1.6816 0.0304 -1.5827
H 2.9738 0.5041 0.0033
H 0.8037 1.7492 -0.7240
H 1.3982 1.5018 2.1706
H -1.2125 1.0868 2.2833
H -0.2830 -0.5366 2.1758
H -1.4008 1.1962 -0.1310
H -2.0724 -0.6150 -2.3480
H -0.3656 -1.0355 -2.3192
H -1.5970 -2.3356 -1.6082
N 0.6367 1.5712 1.5689
S -1.4380 -2.1163 0.9220

=====

(3)
18
Properties=species:S:1:pos:R:3 method="wB97M-V/def2-TZVPD" molar_mass_g_mol=159.28 lumo_ha="-0.0233 / -0.0150" orbital_gap_ev="6.04 / 7.33" homo_ev="-6.675 / -7.741" e_above_lowest_kj_mol=591.43 charge=0 total_energy_ev=-29522.581
C -2.3658 0.4731 -0.0665
C 0.9625 -0.5661 0.9394
C -1.8260 -2.4172 0.0789
C 1.5375 0.1585 -0.2659
C 0.0867 -0.0692 -0.1295
C 2.0049 1.5934 -0.0437
N -1.0192 0.5589 -0.5708
S -3.4033 1.7445 -0.0583
S -3.0336 -1.2403 0.1640
H 1.2337 -1.5611 0.9491
H 0.9832 0.0427 1.8130
H -1.9146 -2.9936 -0.7833
H -0.8268 -2.2365 0.5225
H 2.2322 -0.4593 -1.0405
H 1.6043 2.3662 -0.8279
H 3.0046 1.5899 -0.1188
H 1.5762 2.0301 0.9066
H -0.8364 0.9860 -1.4683

=====

(4)
14
Properties=species:S:1:pos:R:3 method="wB97M-V/def2-TZVPD" molar_mass_g_mol=114.10 lumo_ha=-0.0365 orbital_gap_ev=9.09 homo_ev=-10.083 e_above_lowest_kj_mol=257.66 charge=0 total_energy_ev=-11318.371
C 2.5265 0.3163 0.2284
C 1.0357 0.5898 -0.0978
C 0.2645 -0.7386 -0.1492
C -2.2930 -0.1923 0.1373
H 2.5722 -0.2703 1.0491
H 3.3484 1.1542 0.4581
H 2.8098 -0.2127 -0.8143
H -1.2250 -1.9998 -0.1041
H -3.2402 -0.7653 0.3597
H -1.2994 1.3122 -0.1612
N -1.1552 -1.0011 0.0609
N -2.3265 1.0530 -0.0039
O 0.5060 1.7660 -0.1261
O 1.0195 -1.6952 -0.1111

=====

(5)
18
Properties=species:S:1:pos:R:3 method="wB97M-V/def2-TZVPD" molar_mass_g_mol=141.43 lumo_ha="-0.2777 / -0.2763" orbital_gap_ev="3.61 / 3.60" homo_ev="-11.161 / -11.117" e_above_lowest_kj_mol=691.58 charge=+1 total_energy_ev=-16904.551
O -1.0184 -1.5940 -0.3344
C 0.0120 -0.9114 0.2561
C 0.1369 -1.2007 1.7620
O 0.2697 0.1627 2.1792
C -0.5019 0.7332 1.1543
C 0.0779 1.8207 0.3938
O 1.0301 0.7126 -0.6083
C 1.6337 1.1365 -1.7949
Mg -1.6974 -2.2842 -1.8600
H 0.9478 -1.3407 -0.1559
H 1.0256 -1.7889 2.0254
H -0.7729 -1.6416 2.2007
H -1.5978 0.6768 1.1975
H 0.8125 2.4405 0.9288
H -0.6585 2.2578 -0.2973
H 1.5184 0.3880 -2.5898
H 1.1816 2.0585 -2.1912
H 2.7033 1.3258 -1.5987

=====

(6)
144
Properties=species:S:1:pos:R:3 method="wB97M-V/def2-TZVPD" s2=2.042 molar_mass_g_mol=1297.92 spin_multiplicity=3 lumo_ha="-0.3067 / -0.3362" orbital_gap_ev="5.89 / 5.33" homo_ev="-14.236 / -14.474" charge=+3 total_energy_ev=-102726.147
W 0.1419 0.2619 -0.1434
C -1.2034 1.8873 3.2973
N 0.0288 1.0824 3.2496
C 0.9943 1.7293 2.4308
C -0.2527 -0.3072 2.9689
N -0.7849 -0.4176 1.5377
C -0.4632 -1.5690 0.9330
C 1.5140 -3.2757 1.1993
C 1.2387 -4.7430 0.8972
C 0.8419 -5.2213 -0.2813
C 0.4584 -4.3577 -1.4080
C -0.3566 -4.8155 -2.4374
C -0.8557 -3.9265 -3.3811
C -0.5936 -2.5678 -3.2683
C 0.2432 -2.0942 -2.2605
N 0.4523 -0.6716 -2.1291
C 1.0140 -0.1122 -3.2332
N 0.6358 1.0926 -3.6854
C -0.7419 1.5630 -3.6118
C 1.5542 1.9927 -4.3856
N 1.9423 -0.7764 -3.9402
C 2.9157 -1.6835 -3.3390
C 1.9691 -0.7356 -5.4075
C 0.8187 -3.0092 -1.3916
N -1.1796 -0.7606 3.9599
C -2.3617 -1.5450 3.7159
C -0.9775 -0.4399 5.3695
H -1.7334 1.8574 2.3356
H -0.9417 2.9211 3.5214
H -1.8754 1.5333 4.0738
H 1.1155 2.7619 2.7505
H 0.6824 1.8202 1.3540
H 1.9633 1.2424 2.4486
H 2.3796 -3.2509 1.8625
H 1.4402 -5.4362 1.7073
H 0.7094 -6.2927 -0.4044
H -0.6168 -5.8688 -2.4873
H -1.4861 -4.2876 -4.1866
H -1.0331 -1.8660 -3.9722
H -1.3802 0.7594 -3.2661
H -1.0544 1.8700 -4.6122
H -0.8307 2.4152 -2.9405
H 2.5822 1.6727 -4.2319
H 1.4295 2.9943 -3.9768
H 1.3465 2.0319 -5.4558
H 3.0855 -1.4185 -2.3016
H 3.8579 -1.5741 -3.8753
H 2.5991 -2.7256 -3.4038
H 1.0252 -0.3639 -5.7926
H 2.1098 -1.7534 -5.7691
H 2.7843 -0.1213 -5.7887
H -3.2758 -0.9354 3.7350
H -2.4610 -2.3108 4.4886
H -2.3047 -2.0769 2.7754
H -0.1384 0.2366 5.5009
H -0.7927 -1.3426 5.9572
H -1.8735 0.0449 5.7783
C 5.1199 5.6701 0.4974
C 5.8179 4.5553 -0.2725
C 7.1345 4.1898 0.3928
C 7.6613 2.8444 -0.0833
C 6.6486 1.7840 0.2533
C 6.9994 0.5394 0.7051
C 6.0116 -0.4191 0.9663
F 6.3846 -1.6073 1.4169
C 4.6918 -0.1826 0.7438
C 4.3034 1.0757 0.2572
C 2.9570 1.3527 -0.1233
O 2.0486 0.4678 0.0916
C 2.6795 2.5630 -0.7191
C 3.6753 3.5309 -0.8021
N 4.8972 3.3426 -0.3601
C 5.2808 2.0761 0.0722
C 1.3429 2.8919 -1.2568
O 1.1000 3.9054 -1.8414
O 0.4320 1.9554 -1.0389
H 5.8138 6.5049 0.6062
H 4.8470 5.3252 1.4983
H 4.2285 6.0472 -0.0067
H 5.9979 4.8723 -1.2985
H 6.9901 4.1582 1.4756
H 7.8450 4.9868 0.1818
H 8.6207 2.6127 0.3733
H 7.8150 2.8652 -1.1664
H 8.0432 0.2813 0.8507
H 3.9672 -0.9645 0.9120
H 3.4313 4.5039 -1.2154
C -2.9206 4.2503 0.6838
C -2.1356 3.5302 -0.4046
N -3.0101 2.6974 -1.2505
C -3.9124 3.4560 -2.1423
C -3.2490 3.8407 -3.4609
C -2.8936 1.3758 -1.2794
C -5.4889 0.7305 -1.6554
N -1.8619 0.7424 -0.7763
H -2.2181 4.7905 1.3215
H -3.4726 3.5394 1.3067
H -3.6234 4.9851 0.2914
H -1.4075 2.8883 0.0508
H -1.5971 4.2361 -1.0344
H -4.2168 4.3495 -1.6046
H -4.8113 2.8900 -2.3363
H -2.3363 4.4231 -3.3038
H -3.9376 4.4558 -4.0437
H -3.0076 2.9549 -4.0553
H -6.8378 1.1285 -0.0577
H -5.9841 -0.2230 -1.8261
H -5.9604 1.4276 -2.3428
H -2.1095 -0.2333 -0.8392
S 2.0624 -2.4578 -0.2928
Sb -2.4002 -3.0684 -0.1143
C -3.7540 -1.4531 -0.4982
C -4.3107 -0.7643 0.6901
C -5.1092 0.3043 0.8148
C -5.7571 1.1580 -0.2261
C -3.9803 0.5053 -2.0096
C -3.6514 -0.9458 -1.7415
C 0.3873 -2.4408 1.9157
C -0.3482 -3.4364 2.7885
C 0.0486 -3.6763 4.0352
C 1.1187 -2.8924 4.6628
C 1.5530 -1.7704 4.0976
C 0.9802 -1.2942 2.8051
C -3.5393 -4.1863 1.2566
C -4.8242 -3.8279 1.6803
C -5.6033 -4.7512 2.3618
C -5.1157 -6.0301 2.6124
C -3.8408 -6.3940 2.1940
C -3.0524 -5.4767 1.5141
H -4.0398 -1.2178 1.6225
H -5.3510 0.5928 1.8376
H -5.4715 2.2001 -0.0490
H -3.8474 0.7203 -3.0734
H -3.2285 -1.5385 -2.5503
H -1.1108 -4.0534 2.3372
H -0.4166 -4.4749 4.6054
H 1.5252 -3.2260 5.6136
H 2.3068 -1.1555 4.5805
H 1.7555 -0.7984 2.2239
H -5.2245 -2.8431 1.4784
H -6.5964 -4.4756 2.6939
H -5.7381 -6.7512 3.1293
H -3.4654 -7.3905 2.3918
H -2.0592 -5.7708 1.1812